Computed, not measured: a 11-piece molecular cluster, C54H139N9O20 overall at a distorted geometry, with the ωB97M-V functional and the def2-TZVPD basis.

Element x y z (Å)
C  -4.658  -4.679  -1.877
O  -4.327  -3.690  -0.963
C  -5.392  -2.834  -0.576
C  -5.131  -2.168  0.758
N  -4.805  -3.171  1.796
C  -4.458  -2.497  3.033
C  -4.417  -3.435  4.213
O  -5.787  -3.798  4.502
C  -5.860  -4.389  5.767
H  -3.891  -5.406  -1.865
H  -4.866  -4.306  -2.908
H  -5.606  -5.233  -1.593
H  -6.295  -3.410  -0.502
H  -5.584  -2.167  -1.438
H  -6.125  -1.682  1.029
H  -4.361  -1.367  0.727
H  -4.032  -3.774  1.522
H  -5.106  -1.684  3.256
H  -3.441  -1.972  3.022
H  -3.933  -2.942  5.087
H  -3.818  -4.307  3.945
H  -5.851  -3.658  6.523
H  -5.091  -5.119  5.973
H  -6.777  -4.928  5.798
C  -2.555  2.783  1.193
O  -3.786  2.797  0.561
C  -4.304  1.586  0.187
C  -5.408  1.848  -0.811
N  -4.972  2.054  -2.152
C  -5.144  0.998  -3.116
C  -6.497  1.136  -3.738
O  -6.841  0.005  -4.483
C  -6.213  -0.143  -5.766
H  -2.265  3.844  1.319
H  -1.727  2.264  0.679
H  -2.571  2.360  2.201
H  -4.649  1.090  1.150
H  -3.520  0.930  -0.311
H  -5.896  2.784  -0.426
H  -6.114  1.000  -0.772
H  -4.397  2.780  -2.471
H  -5.101  0.067  -2.612
H  -4.312  0.942  -3.796
H  -6.583  2.066  -4.340
H  -7.201  1.290  -2.919
H  -5.636  -1.067  -5.728
H  -5.527  0.682  -5.903
H  -6.912  -0.111  -6.611
C  0.206  -3.396  -1.496
O  -0.271  -2.110  -1.881
C  -1.694  -2.149  -2.096
C  -2.174  -0.754  -2.429
N  -1.674  -0.154  -3.659
C  -2.221  -0.572  -4.976
C  -1.844  0.506  -5.942
O  -0.392  0.633  -5.901
C  0.214  1.581  -6.739
H  -0.433  -3.938  -0.805
H  1.181  -3.309  -1.015
H  0.391  -3.962  -2.450
H  -2.190  -2.547  -1.137
H  -2.001  -2.754  -2.902
H  -1.943  -0.047  -1.672
H  -3.231  -0.717  -2.445
H  -0.682  -0.116  -3.634
H  -3.305  -0.735  -4.933
H  -1.684  -1.568  -5.249
H  -2.283  1.443  -5.536
H  -2.178  0.277  -6.963
H  0.106  2.576  -6.289
H  -0.252  1.522  -7.717
H  1.273  1.360  -6.748
C  2.179  -2.495  -5.031
O  2.793  -1.788  -4.015
C  3.837  -0.878  -4.443
C  4.594  -0.382  -3.187
N  5.790  0.286  -3.738
C  6.427  1.269  -2.777
C  5.743  2.583  -2.975
O  6.342  3.675  -2.241
C  5.907  4.932  -2.609
H  1.363  -3.122  -4.636
H  2.859  -3.183  -5.496
H  1.834  -1.895  -5.862
H  3.448  0.024  -4.861
H  4.548  -1.360  -5.136
H  4.781  -1.119  -2.414
H  3.945  0.366  -2.725
H  6.412  -0.467  -4.056
H  7.489  1.397  -3.065
H  6.356  0.965  -1.666
H  4.683  2.498  -2.615
H  5.780  2.827  -4.019
H  6.004  5.004  -3.738
H  6.460  5.744  -2.087
H  4.824  5.048  -2.441
C  -7.024  5.441  -2.725
O  -5.609  5.246  -2.716
C  -5.007  5.777  -3.898
C  -3.478  5.646  -3.746
N  -2.959  4.283  -3.903
C  -1.611  3.835  -3.594
C  -1.258  4.086  -2.195
O  -0.974  5.467  -2.027
C  -0.605  5.958  -0.705
H  -7.589  4.663  -3.275
H  -7.179  6.453  -3.090
H  -7.301  5.224  -1.750
H  -5.208  6.875  -3.989
H  -5.411  5.270  -4.805
H  -3.150  6.075  -2.807
H  -3.024  6.346  -4.558
H  -3.162  3.919  -4.817
H  -0.811  4.322  -4.155
H  -1.662  2.749  -3.743
H  -0.382  3.508  -1.851
H  -2.094  3.802  -1.548
H  -1.432  5.847  0.012
H  -0.369  7.003  -0.811
H  0.173  5.307  -0.339
C  2.957  0.310  8.790
O  2.132  0.836  7.767
C  1.264  -0.104  7.143
C  0.268  0.609  6.351
N  0.824  1.539  5.347
C  -0.218  2.319  4.737
C  0.322  3.396  3.802
O  1.126  4.288  4.567
C  1.550  5.438  3.825
H  3.487  -0.576  8.379
H  2.304  0.066  9.650
H  3.615  1.090  9.137
H  0.863  -0.739  7.932
H  1.818  -0.754  6.467
H  -0.392  1.108  7.034
H  -0.308  -0.194  5.870
H  1.486  2.069  5.921
H  -0.818  2.847  5.507
H  -0.819  1.565  4.285
H  -0.479  3.946  3.306
H  0.959  2.989  2.939
H  0.729  6.108  3.862
H  1.813  5.155  2.811
H  2.415  5.886  4.357
C  -2.876  -6.246  1.234
O  -2.148  -5.329  1.956
C  -1.547  -5.898  3.188
C  -0.728  -4.843  3.894
N  0.619  -4.887  3.335
C  1.562  -3.851  3.687
C  2.571  -3.758  2.546
O  3.091  -5.070  2.302
C  3.961  -4.953  1.219
H  -3.117  -5.860  0.204
H  -3.795  -6.532  1.857
H  -2.334  -7.208  1.116
H  -1.011  -6.821  2.767
H  -2.356  -6.180  3.849
H  -0.745  -5.104  4.961
H  -1.131  -3.856  3.781
H  1.053  -5.816  3.340
H  2.188  -4.026  4.613
H  1.065  -2.905  3.797
H  3.396  -3.110  2.822
H  2.039  -3.494  1.661
H  4.339  -5.938  0.964
H  4.792  -4.314  1.463
H  3.450  -4.588  0.336
C  4.905  2.087  1.324
O  5.332  0.762  1.437
C  4.644  -0.232  0.750
C  5.615  -1.408  0.523
N  5.979  -2.033  1.791
C  7.035  -2.958  1.588
C  7.657  -3.452  2.887
O  8.166  -2.300  3.530
C  8.759  -2.737  4.787
H  4.632  2.420  0.313
H  5.724  2.738  1.585
H  4.055  2.317  1.957
H  4.067  0.183  -0.089
H  3.881  -0.644  1.509
H  6.473  -1.057  -0.022
H  5.094  -2.123  -0.149
H  6.385  -1.307  2.350
H  7.918  -2.525  1.080
H  6.753  -3.869  1.009
H  8.476  -4.198  2.648
H  6.927  -3.959  3.536
H  9.324  -3.673  4.674
H  7.949  -2.954  5.464
H  9.268  -1.861  5.181
C  -1.016  -1.964  1.379
O  -1.197  -0.566  1.483
C  0.039  0.100  1.890
C  1.072  0.245  0.850
N  0.602  0.975  -0.371
C  1.673  0.823  -1.396
C  1.524  1.800  -2.566
O  1.685  3.122  -2.019
C  1.929  4.024  -3.059
H  -0.374  -2.229  0.479
H  -1.941  -2.520  1.151
H  -0.529  -2.415  2.293
H  0.462  -0.397  2.768
H  -0.236  1.062  2.383
H  1.455  -0.765  0.447
H  1.872  0.837  1.323
H  -0.256  0.489  -0.543
H  1.507  -0.173  -1.849
H  2.614  1.057  -0.953
H  0.556  1.723  -3.074
H  2.263  1.617  -3.341
H  2.830  3.692  -3.599
H  1.992  5.060  -2.670
H  1.056  4.037  -3.757
O  2.558  -0.450  3.862
H  3.431  -0.383  4.219
H  2.158  0.384  4.160
O  1.814  3.377  0.716
H  2.508  3.421  0.068
H  1.247  2.720  0.310

The SMILES is COCCNCCOC.COCCNCCOC.COCCNCCOC.COCCNCCOC.COCCNCCOC.COCCNCCOC.COCCNCCOC.COCCNCCOC.COCCNCCOC.O.O. Its molecular weight is 1234.7 g/mol. For the energy above the lowest of the compared OMol25 structures with the same formula, charge and spin, the calculation gives 368.6 kJ/mol. The LUMO energy is 0.6337 eV. The value obtained for the HOMO energy is -0.2809 hartree. For the total energy, the calculation gives -4137.92547 Ha.


Computed, not measured: C5H12N2 in the gas phase at a distorted geometry, with the ωB97M-V functional and the def2-TZVPD basis.

Element x y z (Å)
C  1.857  1.973  -1.506
C  1.401  0.999  -0.722
C  0.479  1.049  0.430
C  -0.664  0.024  0.332
N  -1.513  0.236  1.515
C  -0.227  -1.458  0.206
N  -1.389  -2.243  -0.182
H  1.656  3.042  -1.600
H  2.598  1.824  -2.295
H  1.998  0.068  -0.831
H  1.125  0.786  1.288
H  -0.010  1.997  0.675
H  -1.224  0.208  -0.589
H  -1.059  0.095  2.402
H  -2.401  -0.229  1.420
H  0.093  -1.847  1.196
H  0.603  -1.623  -0.489
H  -1.087  -3.055  -0.696
H  -2.235  -1.846  -0.553

The SMILES is C=CC[C@H](N)CN. Its molecular weight is 100.2 g/mol. For the energy above the lowest of the compared OMol25 structures with the same formula, charge and spin, the calculation gives 162.6 kJ/mol. The LUMO energy is 1.1674 eV. The value obtained for the HOMO energy is -0.3255 hartree. For the total energy, the calculation gives -307.16743 Ha.


Computed, not measured: a 2-piece molecular cluster, C5H9N3O2S overall at a distorted geometry, with the ωB97M-V functional and the def2-TZVPD basis.

Element x y z (Å)
C  -0.865  0.038  2.812
C  -2.051  0.661  2.744
C  -0.519  0.123  0.545
C  -0.393  -0.193  -1.829
C  1.644  -0.349  -0.421
N  -0.087  -0.179  1.710
N  -3.066  1.311  2.507
N  0.302  -0.002  -0.542
O  2.971  -2.373  2.970
O  3.798  -0.057  2.866
S  2.875  -1.006  3.393
H  -0.538  -0.351  3.811
H  -1.537  0.356  0.483
H  -0.690  0.827  -2.251
H  0.334  -0.533  -2.655
H  -1.298  -0.788  -1.830
H  2.239  -0.179  -1.238
H  2.075  0.226  0.414
H  2.035  -1.388  -0.245
H  -2.972  2.297  2.559

Its molecular weight is 175.2 g/mol. For the energy above the lowest of the compared OMol25 structures with the same formula, charge and spin, the calculation gives 225.3 kJ/mol. The LUMO energy is -0.6801 eV. The value obtained for the HOMO energy is -0.2793 hartree. For the total energy, the calculation gives -908.74436 Ha.


Computed, not measured: a 2-piece molecular cluster, C5H11N3 overall at a distorted geometry, with the ωB97M-V functional and the def2-TZVPD basis.

Element x y z (Å)
N  -1.361  -1.459  -1.330
C  -1.988  -1.127  -0.235
N  -2.335  0.190  0.087
N  -2.081  -1.986  0.839
H  -1.308  -0.637  -1.973
H  -2.519  0.778  -0.733
H  -2.982  0.379  0.885
H  -2.815  -1.853  1.519
H  -1.903  -2.948  0.621
C  0.585  1.915  0.800
C  1.767  1.410  0.429
C  2.037  0.135  -0.257
C  3.263  -0.052  -0.782
H  -0.226  1.186  0.811
H  0.435  2.907  1.135
H  2.674  2.059  0.593
H  1.170  -0.588  -0.477
H  3.514  -1.028  -1.246
H  4.074  0.717  -0.684

The SMILES is N=C(N)N.C=CC=C. Its molecular weight is 113.2 g/mol. For the energy above the lowest of the compared OMol25 structures with the same formula, charge and spin, the calculation gives 156.3 kJ/mol. The LUMO energy is 0.6847 eV. The value obtained for the HOMO energy is -0.3140 hartree. For the total energy, the calculation gives -361.32985 Ha.


Computed, not measured: C8H6F6O in the gas phase, with the ωB97M-V functional and the def2-TZVPD basis.

Element x y z (Å)
C  1.802  -0.171  1.115
C  0.625  -0.173  0.242
C  0.315  -0.679  -0.963
C  1.076  -1.441  -1.993
F  0.289  -2.176  -2.777
F  1.783  -0.627  -2.801
F  1.971  -2.272  -1.432
C  -1.107  -0.178  -0.935
F  -2.073  -1.118  -0.925
F  -1.461  0.712  -1.881
C  -0.753  0.444  0.468
C  -0.815  1.967  0.526
C  -1.514  -0.165  1.617
O  -1.115  -0.886  2.459
F  -2.801  0.241  1.616
H  2.122  0.854  1.305
H  2.619  -0.733  0.672
H  1.529  -0.613  2.074
H  -1.848  2.301  0.463
H  -0.262  2.391  -0.309
H  -0.382  2.321  1.458

The SMILES is CC1=C(C(F)(F)F)C(F)(F)[C@@]1(C)C(=O)F. Its molecular weight is 232.1 g/mol. For the energy above the lowest of the compared OMol25 structures with the same formula, charge and spin, the calculation gives 0.0 kJ/mol. The LUMO energy is 0.5504 eV. The value obtained for the HOMO energy is -0.4047 hartree. For the total energy, the calculation gives -982.89036 Ha.


Computed, not measured: C10H16N3 as an isolated structure at a distorted geometry, with the ωB97M-V functional and the def2-TZVPD basis.

Element x y z (Å)
C  -2.450  0.940  -1.153
C  1.801  -1.441  -0.797
C  -2.214  -1.018  0.190
C  -0.273  -0.810  -0.029
C  -1.949  2.010  -0.220
C  -0.794  1.562  0.727
C  1.505  0.830  -0.033
C  2.452  -0.389  0.130
C  -2.466  -2.342  0.805
C  3.931  -0.069  0.067
N  -2.916  -0.163  -0.365
N  0.507  -1.557  -0.777
N  0.093  0.418  0.319
H  -3.387  1.087  -1.643
H  2.324  -2.038  -1.372
H  -1.510  2.799  -0.706
H  -2.712  2.271  0.367
H  -0.311  2.538  0.958
H  -1.113  1.099  1.599
H  1.957  1.529  0.672
H  1.601  1.189  -1.163
H  2.129  -1.010  1.085
H  -3.578  -2.570  0.713
H  -2.131  -2.396  1.818
H  -1.656  -3.044  0.534
H  4.421  -0.931  -0.070
H  4.332  0.499  0.951
H  4.153  0.515  -0.855
H  -1.746  0.493  -1.753

Its charge is +1. Its molecular weight is 178.3 g/mol. For the energy above the lowest of the compared OMol25 structures with the same formula, charge and spin, the calculation gives 477.7 kJ/mol. The LUMO energy is -4.7105 eV. The value obtained for the HOMO energy is -0.4769 hartree. For the total energy, the calculation gives -554.50000 Ha.


The highest molecular weight belongs to which entry? C54H139N9O20


Look up the molecular weight of the first one. 1234.7 g/mol


HOMO of number 4 (C5H11N3)? -0.3140 hartree


Which of these has the highest molecular weight? C54H139N9O20